This record from OMol25 describes a structure of composition C43H50N5OPtSSbSi. The level of theory is ωB97M-V with the def2-TZVPD basis set.

Summary:
Multiplicity: 5
LUMO level (spin up / spin down) (eV): -5.8 / -9.9
Total charge: +2
M (g/mol): 1029.90
Highest occupied orbital energy (spin up / spin down) (eV): -11.436 / -12.850
ΔE to the lowest compared entry with this formula, charge and spin (kJ/mol): 125.0

Positions of all 103 atoms, in Å:
1 Pt 0.69 0.44 0.16
2 O 3.95 3.01 0.80
3 C 3.16 2.20 0.34
4 N 2.14 1.62 1.05
5 C 2.02 2.10 2.41
6 C 0.76 1.58 3.07
7 C 0.24 2.22 4.19
8 C -0.92 1.72 4.77
9 C -1.52 0.60 4.22
10 C -0.94 0.02 3.11
11 N 0.18 0.50 2.54
12 C 3.25 1.78 -1.10
13 C 4.34 2.18 -1.86
14 C 4.42 1.78 -3.18
15 C 3.41 0.98 -3.70
16 C 2.35 0.63 -2.87
17 N 2.26 1.02 -1.60
18 H 2.02 3.19 2.43
19 H 2.89 1.80 3.00
20 H 0.74 3.09 4.60
21 H -1.34 2.21 5.64
22 H -2.42 0.17 4.65
23 H -1.37 -0.86 2.65
24 H 5.08 2.81 -1.39
25 H 5.26 2.07 -3.80
26 H 3.43 0.63 -4.72
27 H 1.54 0.03 -3.25
28 C -0.96 -4.25 -3.97
29 C -0.40 -2.99 -4.16
30 C -0.35 -2.10 -3.10
31 C -0.83 -2.43 -1.83
32 C -1.40 -3.70 -1.67
33 C -1.47 -4.60 -2.73
34 Si -0.94 -1.21 -0.42
35 C -2.53 -0.21 -0.67
36 C -3.64 -0.40 0.17
37 C -4.83 0.30 -0.04
38 C -4.94 1.20 -1.09
39 C -3.85 1.39 -1.94
40 C -2.67 0.70 -1.73
41 H -1.00 -4.96 -4.79
42 H -0.03 -2.71 -5.13
43 H 0.06 -1.11 -3.27
44 H -1.82 -3.98 -0.71
45 H -1.94 -5.56 -2.58
46 H -1.29 -2.10 0.73
47 H -3.58 -1.10 0.99
48 H -5.68 0.13 0.62
49 H -5.86 1.73 -1.26
50 H -3.94 2.07 -2.78
51 H -1.83 0.88 -2.39
52 S -3.42 6.19 0.49
53 C -2.43 4.79 0.40
54 C -1.19 4.87 -0.25
55 C -0.46 3.70 -0.37
56 N -0.87 2.54 0.13
57 C -2.02 2.48 0.81
58 C -2.86 3.57 0.96
59 C -5.01 5.54 0.05
60 C -5.28 5.46 -1.31
61 C -6.50 4.90 -1.67
62 N -7.38 4.44 -0.79
63 C -7.10 4.56 0.51
64 C -5.93 5.11 0.99
65 H -0.83 5.80 -0.68
66 H 0.49 3.70 -0.90
67 H -2.31 1.52 1.21
68 H -3.80 3.48 1.49
69 H -4.58 5.82 -2.06
70 H -6.76 4.81 -2.71
71 H -7.85 4.19 1.20
72 H -5.75 5.21 2.06
73 C 2.43 -4.72 -1.76
74 C 2.33 -4.58 -0.24
75 C 1.13 -5.31 0.34
76 Sb 2.36 -2.48 0.33
77 C 4.45 -1.99 0.03
78 C 4.78 -1.72 -1.43
79 C 4.85 -0.83 0.93
80 C 2.33 -2.53 2.48
81 C 0.94 -2.83 3.04
82 C 3.39 -3.51 2.98
83 H 2.47 -5.78 -2.02
84 H 3.32 -4.26 -2.17
85 H 1.55 -4.29 -2.25
86 H 3.25 -4.93 0.24
87 H 0.20 -4.92 -0.07
88 H 1.09 -5.26 1.42
89 H 1.19 -6.37 0.06
90 H 4.94 -2.91 0.37
91 H 4.25 -0.84 -1.80
92 H 4.53 -2.56 -2.08
93 H 5.85 -1.52 -1.54
94 H 4.28 0.07 0.69
95 H 5.91 -0.59 0.78
96 H 4.71 -1.04 1.99
97 H 2.60 -1.50 2.74
98 H 0.69 -3.88 2.93
99 H 0.17 -2.24 2.54
100 H 0.92 -2.60 4.11
101 H 3.17 -4.53 2.67
102 H 3.41 -3.50 4.07
103 H 4.40 -3.26 2.64

=====

This record from OMol25 describes a structure of composition C52H57AsClN2OSi2W. The level of theory is ωB97M-V with the def2-TZVPD basis set.

Summary:
Multiplicity: 3
LUMO level (spin up / spin down) (eV): -3.1 / -3.7
Total charge: +1
M (g/mol): 1076.43
Highest occupied orbital energy (spin up / spin down) (eV): -9.811 / -10.017
ΔE to the lowest compared entry with this formula, charge and spin (kJ/mol): 183.8

Positions of all 117 atoms, in Å:
1 W 0.10 0.01 -0.15
2 C -0.72 1.51 1.27
3 Si -0.94 3.24 0.59
4 C -1.65 2.85 -1.18
5 N -1.02 1.68 -1.81
6 C 0.43 1.85 -1.97
7 C 0.95 1.41 -3.33
8 C 0.33 2.31 -4.40
9 C -1.20 2.34 -4.25
10 C -1.67 1.43 -3.12
11 C -2.28 4.22 1.51
12 C -3.61 3.84 1.45
13 C -4.59 4.54 2.14
14 C -4.24 5.64 2.90
15 C -2.91 6.02 2.99
16 C -1.94 5.31 2.30
17 C 0.56 4.39 0.44
18 C 0.65 5.38 -0.54
19 C 1.69 6.29 -0.54
20 C 2.67 6.24 0.43
21 C 2.61 5.26 1.41
22 C 1.56 4.35 1.41
23 H -1.71 1.20 1.63
24 H -0.10 1.55 2.17
25 H -1.57 3.72 -1.83
26 H -2.71 2.64 -1.08
27 H 0.96 1.28 -1.13
28 H 0.70 2.91 -1.83
29 H 0.71 0.36 -3.53
30 H 2.04 1.50 -3.35
31 H 0.62 1.94 -5.39
32 H 0.74 3.32 -4.29
33 H -1.68 2.00 -5.17
34 H -1.54 3.36 -4.07
35 H -1.48 0.39 -3.41
36 H -2.75 1.55 -3.00
37 H -3.90 2.98 0.86
38 H -5.62 4.24 2.06
39 H -4.99 6.19 3.44
40 H -2.63 6.87 3.60
41 H -0.91 5.61 2.37
42 H -0.12 5.46 -1.30
43 H 1.74 7.05 -1.31
44 H 3.48 6.95 0.43
45 H 3.38 5.21 2.17
46 H 1.52 3.60 2.18
47 C 4.49 -0.88 0.96
48 Si 3.12 0.42 1.20
49 C 3.26 1.67 -0.24
50 C 3.43 1.52 2.75
51 N 1.52 -0.33 1.32
52 C 1.20 -0.98 2.48
53 C 2.09 -1.20 3.55
54 C 1.67 -1.79 4.73
55 C 0.36 -2.18 4.90
56 C -0.53 -2.03 3.85
57 C -0.11 -1.48 2.65
58 O -0.94 -1.35 1.52
59 C -2.13 -2.07 1.56
60 C -3.34 -1.39 1.47
61 C -4.53 -2.09 1.50
62 C -4.52 -3.47 1.64
63 C -3.31 -4.15 1.75
64 C -2.12 -3.45 1.72
65 H 5.44 -0.38 0.82
66 H 4.31 -1.48 0.07
67 H 4.60 -1.56 1.80
68 H 4.27 2.08 -0.18
69 H 2.58 2.51 -0.17
70 H 3.19 1.20 -1.22
71 H 3.66 2.54 2.46
72 H 4.27 1.16 3.33
73 H 2.57 1.54 3.41
74 H 3.11 -0.90 3.45
75 H 2.39 -1.93 5.52
76 H 0.03 -2.62 5.83
77 H -1.56 -2.34 3.97
78 H -3.34 -0.31 1.39
79 H -5.47 -1.57 1.43
80 H -5.45 -4.02 1.68
81 H -3.30 -5.22 1.86
82 H -1.17 -3.96 1.84
83 Cl 1.90 -1.14 -1.46
84 C 1.07 -2.71 -6.00
85 C 0.00 -1.84 -5.97
86 C -0.66 -1.58 -4.78
87 C -0.24 -2.17 -3.59
88 C 0.81 -3.08 -3.64
89 C 1.46 -3.35 -4.83
90 As -0.99 -1.69 -1.80
91 C -1.00 -3.55 -1.14
92 C -2.07 -4.41 -1.37
93 C -1.98 -5.75 -1.03
94 C -0.82 -6.25 -0.46
95 C 0.23 -5.40 -0.19
96 C 0.14 -4.05 -0.52
97 C -2.88 -1.54 -2.34
98 C -3.69 -0.62 -1.68
99 C -5.03 -0.50 -2.01
100 C -5.58 -1.31 -2.99
101 C -4.78 -2.22 -3.66
102 C -3.43 -2.33 -3.35
103 H 1.60 -2.90 -6.92
104 H -0.33 -1.36 -6.88
105 H -1.53 -0.92 -4.80
106 H 1.15 -3.56 -2.73
107 H 2.28 -4.05 -4.85
108 H -3.00 -4.03 -1.78
109 H -2.82 -6.41 -1.22
110 H -0.75 -7.30 -0.21
111 H 1.13 -5.78 0.27
112 H 0.96 -3.38 -0.27
113 H -3.24 0.01 -0.92
114 H -5.65 0.23 -1.50
115 H -6.62 -1.22 -3.25
116 H -5.20 -2.86 -4.43
117 H -2.79 -3.02 -3.90

=====

This record from OMol25 describes a cluster of 2 separate species, C10H20NP in total. The level of theory is ωB97M-V with the def2-TZVPD basis set.

Summary:
LUMO level (eV): -0.4
M (g/mol): 185.25
Highest occupied orbital energy (eV): -8.034
ΔE to the lowest compared entry with this formula, charge and spin (kJ/mol): 243.3

Positions of all 32 atoms, in Å:
1 C 3.03 -2.42 0.05
2 C 2.34 -1.83 0.84
3 C -2.60 0.97 0.88
4 C -0.52 -3.01 -0.74
5 C 1.21 0.65 -1.42
6 C 0.38 2.51 0.22
7 C 2.57 1.54 0.62
8 C -1.94 -0.01 -0.08
9 C -0.98 -2.25 0.54
10 C 1.14 1.18 -0.01
11 N -0.95 -0.84 0.49
12 P 0.51 -0.11 1.18
13 H 4.05 -2.68 -0.16
14 H -1.95 1.05 1.74
15 H -2.76 1.94 0.42
16 H -3.63 0.59 1.41
17 H 0.25 -2.45 -1.14
18 H -0.36 -4.03 -0.50
19 H -1.29 -3.12 -1.49
20 H 1.39 -0.45 -1.28
21 H 0.26 0.75 -1.95
22 H 2.05 0.97 -1.92
23 H -0.37 2.76 -0.43
24 H 0.97 3.33 0.00
25 H 0.13 2.41 1.24
26 H 2.46 1.98 1.58
27 H 3.00 0.62 0.84
28 H 3.14 2.18 0.01
29 H -2.67 -0.76 -0.52
30 H -1.34 0.53 -0.98
31 H -2.04 -2.43 0.80
32 H -0.26 -2.34 1.37

=====

This record from OMol25 describes a structure of composition C18H23As2N3O6Os. The level of theory is ωB97M-V with the def2-TZVPD basis set.

Summary:
Multiplicity: 5
LUMO level (spin up / spin down) (eV): -7.4 / -11.1
Total charge: +2
M (g/mol): 717.47
Highest occupied orbital energy (spin up / spin down) (eV): -13.061 / -14.710
ΔE to the lowest compared entry with this formula, charge and spin (kJ/mol): 0.0

Positions of all 53 atoms, in Å:
1 Os 0.32 -0.27 -0.23
2 N 0.01 -0.81 1.91
3 N -1.38 -1.04 2.05
4 C -2.09 -1.37 0.90
5 O -3.20 -1.79 0.93
6 O -1.40 -1.13 -0.23
7 H 0.56 -1.65 2.13
8 H 0.29 -0.07 2.54
9 H -1.68 -1.49 2.91
10 C -0.69 -1.71 -3.49
11 As -0.15 -0.07 -2.65
12 C 1.26 0.67 -3.75
13 C -1.64 1.13 -2.83
14 C -2.38 1.10 -4.00
15 C -3.49 1.93 -4.14
16 C -3.84 2.79 -3.11
17 C -3.09 2.83 -1.94
18 C -1.98 2.00 -1.80
19 As -0.92 2.11 -0.18
20 C -2.18 2.66 1.19
21 C 0.13 3.71 -0.51
22 H -0.90 -1.54 -4.55
23 H -1.59 -2.06 -2.98
24 H 0.09 -2.46 -3.40
25 H 0.86 0.86 -4.74
26 H 2.09 -0.04 -3.82
27 H 1.61 1.60 -3.30
28 H -2.13 0.44 -4.81
29 H -4.07 1.90 -5.05
30 H -4.71 3.43 -3.22
31 H -3.39 3.50 -1.15
32 H -2.56 3.66 0.97
33 H -1.67 2.69 2.15
34 H -3.00 1.95 1.23
35 H -0.53 4.49 -0.86
36 H 0.89 3.50 -1.26
37 H 0.62 4.03 0.41
38 O 2.64 -1.13 0.84
39 C 3.01 -0.16 0.20
40 O 2.21 0.61 -0.45
41 C 4.48 0.17 0.14
42 C 4.96 1.28 -0.51
43 C 6.39 1.55 -0.54
44 C 7.27 0.68 0.09
45 C 6.82 -0.43 0.75
46 C 5.39 -0.69 0.77
47 N 8.73 0.98 0.05
48 O 9.44 0.20 0.63
49 O 9.04 1.96 -0.57
50 H 4.28 1.95 -1.01
51 H 6.78 2.42 -1.05
52 H 7.52 -1.09 1.24
53 H 5.02 -1.56 1.29

=====

This record from OMol25 describes a structure of composition C49H46AsN4O2SSiSr. The level of theory is ωB97M-V with the def2-TZVPD basis set.

Summary:
LUMO level (spin up / spin down) (eV): 2.2 / 2.2
Total charge: -1
M (g/mol): 945.63
Highest occupied orbital energy (spin up / spin down) (eV): -2.858 / -2.453
ΔE to the lowest compared entry with this formula, charge and spin (kJ/mol): 196.7

Positions of all 105 atoms, in Å:
1 Sr 1.68 0.65 0.63
2 O 2.97 -2.81 3.59
3 C 2.87 -1.92 2.74
4 N 1.62 -1.09 2.69
5 C 1.63 -0.04 3.74
6 O 2.33 -0.16 4.75
7 C 0.78 1.10 3.52
8 C 0.74 2.09 4.55
9 C -0.10 3.16 4.44
10 C -0.94 3.26 3.30
11 C -0.84 2.29 2.34
12 N -0.03 1.22 2.40
13 C 3.82 -1.74 1.68
14 C 5.06 -2.44 1.77
15 C 5.98 -2.34 0.78
16 C 5.70 -1.52 -0.35
17 C 4.49 -0.88 -0.39
18 N 3.55 -0.96 0.57
19 H 1.40 1.96 5.39
20 H -0.13 3.91 5.22
21 H -1.63 4.09 3.18
22 H -1.45 2.37 1.45
23 H 5.23 -3.04 2.66
24 H 6.93 -2.86 0.86
25 H 6.41 -1.39 -1.16
26 H 4.25 -0.23 -1.23
27 C 0.51 -2.04 3.00
28 Si -1.28 -1.80 2.52
29 C -1.46 -1.98 0.65
30 N -0.95 -0.97 -0.29
31 C -0.76 -1.54 -1.63
32 C -2.06 -1.95 -2.33
33 C -2.99 -0.74 -2.43
34 C -3.20 -0.11 -1.06
35 C -1.87 0.18 -0.37
36 C -2.34 -0.51 3.36
37 C -3.54 -0.08 2.78
38 C -4.39 0.79 3.45
39 C -4.05 1.25 4.71
40 C -2.87 0.83 5.31
41 C -2.03 -0.05 4.64
42 C -2.05 -3.45 3.07
43 C -1.51 -4.68 2.66
44 C -2.07 -5.89 3.04
45 C -3.21 -5.90 3.84
46 C -3.76 -4.70 4.26
47 C -3.19 -3.50 3.88
48 H 0.74 -2.96 2.45
49 H 0.58 -2.35 4.05
50 H -2.50 -2.27 0.43
51 H -0.89 -2.90 0.47
52 H -0.08 -2.39 -1.54
53 H -0.27 -0.78 -2.24
54 H -2.54 -2.77 -1.79
55 H -1.81 -2.33 -3.33
56 H -3.95 -1.03 -2.88
57 H -2.54 -0.01 -3.10
58 H -3.82 -0.77 -0.44
59 H -3.75 0.83 -1.15
60 H -2.03 0.54 0.65
61 H -1.35 0.97 -0.93
62 H -3.83 -0.44 1.80
63 H -5.31 1.11 2.98
64 H -4.71 1.94 5.24
65 H -2.59 1.19 6.29
66 H -1.10 -0.36 5.11
67 H -0.62 -4.70 2.04
68 H -1.63 -6.82 2.71
69 H -3.65 -6.85 4.14
70 H -4.64 -4.71 4.89
71 H -3.64 -2.57 4.22
72 S 3.41 2.62 -0.73
73 C 2.71 3.82 -1.79
74 C 3.22 5.13 -1.83
75 C 2.73 6.06 -2.73
76 C 1.71 5.72 -3.61
77 C 1.18 4.44 -3.58
78 C 1.67 3.50 -2.67
79 As 1.00 1.70 -2.49
80 C 2.27 0.72 -3.60
81 C 3.01 1.34 -4.60
82 C 3.92 0.61 -5.35
83 C 4.09 -0.74 -5.12
84 C 3.36 -1.37 -4.12
85 C 2.45 -0.64 -3.36
86 C -0.52 1.78 -3.73
87 C -0.62 0.98 -4.87
88 C -1.77 1.01 -5.65
89 C -2.83 1.84 -5.30
90 C -2.74 2.64 -4.17
91 C -1.59 2.60 -3.39
92 H 4.02 5.39 -1.15
93 H 3.14 7.06 -2.74
94 H 1.33 6.45 -4.32
95 H 0.39 4.17 -4.26
96 H 2.89 2.40 -4.77
97 H 4.50 1.11 -6.12
98 H 4.81 -1.31 -5.70
99 H 3.51 -2.43 -3.91
100 H 1.90 -1.14 -2.57
101 H 0.20 0.34 -5.15
102 H -1.84 0.39 -6.53
103 H -3.72 1.86 -5.91
104 H -3.56 3.29 -3.89
105 H -1.53 3.22 -2.50

=====

This record from OMol25 describes a structure of composition C23H32N6O4SSb2V. The level of theory is ωB97M-V with the def2-TZVPD basis set.

Summary:
Multiplicity: 2
LUMO level (spin up / spin down) (eV): 0.5 / 0.4
M (g/mol): 783.08
Highest occupied orbital energy (spin up / spin down) (eV): -7.308 / -6.732
ΔE to the lowest compared entry with this formula, charge and spin (kJ/mol): 44.4

Positions of all 69 atoms, in Å:
1 V 0.53 0.41 1.62
2 N -0.72 3.89 2.06
3 N 0.16 3.32 3.00
4 C 0.92 2.25 2.57
5 O 1.22 1.33 3.39
6 O 1.34 2.16 1.35
7 H -0.89 4.85 2.32
8 H -1.61 3.39 2.07
9 H -0.22 3.13 3.91
10 C -1.98 4.75 -1.06
11 Sb -0.54 3.15 -1.00
12 C 1.15 4.45 -0.83
13 C -0.34 3.01 -3.17
14 C 1.03 2.57 -3.59
15 C 1.91 3.52 -4.11
16 C 3.19 3.19 -4.52
17 C 3.62 1.87 -4.43
18 C 2.76 0.92 -3.91
19 C 1.48 1.24 -3.47
20 C 0.62 0.15 -2.91
21 Sb 1.02 -0.47 -0.86
22 C 3.16 -0.41 -0.88
23 C 0.65 -2.54 -1.30
24 H -1.78 5.40 -1.92
25 H -1.89 5.34 -0.15
26 H -3.00 4.37 -1.13
27 H 1.03 5.30 -1.51
28 H 2.06 3.90 -1.10
29 H 1.24 4.79 0.19
30 H -0.54 4.00 -3.57
31 H -1.12 2.34 -3.54
32 H 1.57 4.54 -4.21
33 H 3.84 3.95 -4.93
34 H 4.61 1.59 -4.76
35 H 3.09 -0.11 -3.84
36 H 0.76 -0.77 -3.48
37 H -0.44 0.40 -2.95
38 H 3.57 -1.22 -1.47
39 H 3.50 -0.50 0.15
40 H 3.48 0.55 -1.29
41 H 1.56 -2.99 -1.69
42 H -0.13 -2.60 -2.06
43 H 0.33 -3.07 -0.41
44 N -5.65 -4.60 1.14
45 C -4.63 -3.78 1.59
46 C -3.95 -4.09 2.77
47 C -2.90 -3.30 3.20
48 C -2.52 -2.20 2.45
49 C -3.19 -1.88 1.27
50 C -4.24 -2.67 0.85
51 S -1.18 -1.20 2.98
52 O -1.05 -1.32 4.40
53 O -1.43 0.16 2.44
54 N 0.14 -1.53 2.13
55 C 0.87 -2.68 2.28
56 N 0.35 -3.71 2.96
57 C 1.11 -4.79 3.06
58 C 2.38 -4.88 2.50
59 C 2.81 -3.76 1.81
60 N 2.08 -2.66 1.69
61 H -6.09 -5.20 1.82
62 H -6.29 -4.20 0.47
63 H -4.25 -4.96 3.35
64 H -2.36 -3.53 4.11
65 H -2.89 -1.00 0.71
66 H -4.76 -2.42 -0.07
67 H 0.69 -5.63 3.61
68 H 2.99 -5.77 2.59
69 H 3.78 -3.74 1.33

=====

> Among the records above, which one has the highest M?

C52H57AsClN2OSi2W